62
Properties=species:S:1:pos:R:3:forces:R:3 method="wB97M-V/def2-TZVPD" charge=+1 e_above_lowest_kj_mol=48.0
Mg 0.161 -0.417 0.006 0.0 0.0 -0.7
C 0.306 1.238 2.477 0.4 0.3 0.5
C 1.508 0.365 2.840 0.0 0.1 0.1
C 2.528 0.363 1.738 0.4 0.0 0.5
C 3.883 0.443 2.040 -0.2 -0.1 -0.1
C 4.795 0.586 1.010 -0.2 0.0 -0.1
C 4.315 0.699 -0.285 -0.1 0.0 0.1
C 2.953 0.587 -0.494 0.5 0.3 -0.5
N 2.079 0.380 0.485 -0.1 0.1 0.1
N -0.696 0.537 1.680 -0.2 0.4 0.3
C -1.393 -0.465 2.476 -0.4 -0.3 0.3
C -0.751 -1.819 2.403 -0.3 -0.4 0.6
C -0.988 -2.754 3.405 0.1 0.1 -0.2
C -0.399 -4.002 3.312 0.0 0.1 -0.2
C 0.409 -4.268 2.217 0.0 0.1 0.1
C 0.584 -3.279 1.263 0.3 -0.7 0.0
N 0.008 -2.085 1.345 0.0 0.3 0.0
C -1.663 1.474 1.129 -0.4 0.7 0.0
C -2.486 0.798 0.071 -0.6 0.4 -0.1
C -3.713 1.296 -0.361 0.2 -0.1 0.1
C -4.390 0.623 -1.365 0.2 -0.1 0.0
C -3.835 -0.537 -1.886 0.0 0.0 0.2
C -2.617 -0.960 -1.386 -0.4 -0.2 -0.3
N -1.952 -0.296 -0.453 -0.1 0.0 0.2
H -0.148 1.624 3.403 0.0 0.0 -0.2
H 0.668 2.086 1.889 -0.1 0.0 0.1
H 1.983 0.781 3.729 -0.1 -0.1 0.0
H 1.199 -0.654 3.082 0.1 0.1 0.1
H 4.208 0.406 3.069 0.0 0.0 0.1
H 5.851 0.637 1.218 0.2 0.0 0.0
H 4.975 0.864 -1.121 0.0 0.0 -0.1
H 2.542 0.708 -1.487 0.1 -0.2 -0.1
H -1.472 -0.148 3.526 0.0 0.0 -0.2
H -2.413 -0.579 2.090 0.1 0.1 0.1
H -1.616 -2.501 4.246 0.0 0.1 0.1
H -0.561 -4.742 4.080 0.0 -0.1 0.0
H 0.906 -5.218 2.114 0.1 -0.1 -0.1
H 1.224 -3.450 0.411 0.1 0.0 -0.2
H -2.315 1.905 1.903 0.1 -0.1 0.0
H -1.119 2.294 0.651 -0.1 0.0 0.2
H -4.128 2.188 0.085 0.0 0.1 0.1
H -5.341 0.984 -1.726 -0.1 0.1 0.0
H -4.334 -1.104 -2.656 -0.1 -0.1 -0.1
H -2.149 -1.869 -1.740 -0.1 0.0 0.0
C -0.893 4.728 -2.561 0.1 0.4 0.2
N -1.268 3.502 -3.217 -0.2 -0.2 -0.4
C -0.915 2.282 -2.807 -0.5 -0.2 -0.2
N -1.447 1.227 -3.459 0.0 0.2 -0.2
S 0.109 2.052 -1.506 0.8 -0.1 0.4
H -0.655 5.485 -3.304 0.0 0.0 0.0
H -0.016 4.541 -1.947 0.0 0.1 0.0
H -1.704 5.092 -1.926 0.0 0.0 0.0
H -1.882 3.595 -4.014 0.1 -0.2 0.1
H -1.938 1.358 -4.330 0.0 0.0 0.0
H -1.047 0.316 -3.293 0.1 0.1 0.0
O 1.621 -1.727 -1.419 0.5 -0.5 -0.5
C 0.431 -1.635 -1.779 0.2 -0.4 -0.4
Se 3.964 -0.588 -3.891 -0.2 -0.8 0.4
Sb 3.357 -2.578 -2.701 -0.1 0.2 0.2
Se 4.364 -3.845 -0.942 -0.2 0.4 -0.6
Se 1.499 -3.934 -4.046 1.1 0.0 0.3
Se -0.185 -2.590 -3.294 -0.9 0.5 0.0